Record 1
C5H2N2O | ωB97M-V/def2-TZVPD

As for the spin multiplicity: 1. For the relative energy (zero: lowest compared OMol25 entry of this formula, charge and spin), the calculation gives 2.2667 eV. The HOMO energy comes out at -10.909 eV. For the LUMO energy, the calculation gives -2.22 eV. As for the SMILES: N#CC1=NC=CC1=O. Its total energy is -376.3302 Eh. The calculation puts the HOMO-LUMO gap at 0.3193 Ha.

XYZ file:
```
10
C5H2N2O | the OMol25 dataset | ωB97M-V/def2-TZVPD
O -2.01479 0.00528 -0.14844
N -0.93426 2.32619 2.41178
N 1.28641 0.45389 0.17866
C -0.05530 -0.99241 -1.10693
C -0.80939 -0.08952 -0.14924
C -0.50851 1.34957 1.83499
C 0.08024 0.38734 0.76604
C 1.23298 -0.62083 -1.04316
H 2.27661 -1.06778 -1.15775
H -0.55398 -1.75174 -1.58596
```

Atom charges from the Löwdin analysis, given in e for atoms 1 to 2: 0.161, 0.150

***

Record 2
C5H2N2O3S2 | ωB97M-V/def2-TZVPD

As for the spin multiplicity: 1. The HOMO energy (spin up / spin down) comes out at -8.641 / -8.641 eV. For the LUMO energy (spin up / spin down), the calculation gives -1.85 / -1.85 eV. Its total energy is -1323.1078 Eh. The calculation puts the HOMO-LUMO gap (spin up / spin down) at 0.2495 / 0.2494 Ha.

XYZ file:
```
14
C5H2N2O3S2 | the OMol25 dataset | ωB97M-V/def2-TZVPD
S 0.75145 2.00755 -0.01125
S 0.21311 1.15599 -2.07452
O -2.50784 0.55092 -2.51421
O 1.51883 3.17134 -0.28847
O -0.48145 2.20139 0.72121
N 1.30666 -0.26827 0.94556
N -0.90229 -1.46922 -0.19102
C -1.49581 0.28559 -1.93357
C 0.85503 -1.38410 1.48629
C 1.83054 0.54189 0.25809
C -1.03084 -0.52400 -0.94868
C -0.25953 -1.98411 0.84188
H -0.89736 -2.78435 1.19352
H 1.09947 -1.50062 2.51518
```

Atom charges from the Löwdin analysis, given in e for atoms 1 to 2: 0.500, 0.804

***

Record 3
C5H2NS2 | ωB97M-V/def2-TZVPD

As for the spin multiplicity: 1. Its charge is -1. For the relative energy (zero: lowest compared OMol25 entry of this formula, charge and spin), the calculation gives 0.0000 eV. The HOMO energy comes out at -2.850 eV. For the LUMO energy, the calculation gives 3.10 eV. As for the SMILES: N#Cc1cscc1[S-]. Its total energy is -1042.8930 Eh. The calculation puts the HOMO-LUMO gap at 0.2187 Ha.

XYZ file:
```
10
C5H2NS2 | the OMol25 dataset | ωB97M-V/def2-TZVPD
S -1.42768 1.55364 0.32717
S 2.56063 0.24860 0.43377
N 0.36864 -2.94924 -1.22353
C 0.28669 1.53311 0.70588
C 0.90952 0.38373 0.32014
C 0.26499 -1.93279 -0.69810
C -0.02517 -0.59311 -0.24025
C -1.32394 -0.15479 -0.17295
H 0.65218 2.49731 0.84664
H -2.26585 -0.58647 -0.29877
```

Atom charges from the Löwdin analysis, given in e for atoms 1 to 2: 0.860, 0.373

***

Record 4
C5H2O | ωB97M-V/def2-TZVPD

As for the spin multiplicity: 1. For the relative energy (zero: lowest compared OMol25 entry of this formula, charge and spin), the calculation gives 2.5785 eV. The HOMO energy comes out at -10.235 eV. For the LUMO energy, the calculation gives -1.60 eV. As for the SMILES: O=CC=C1C#C1. Its total energy is -266.7240 Eh. The calculation puts the HOMO-LUMO gap at 0.3172 Ha.

XYZ file:
```
8
C5H2O | the OMol25 dataset | ωB97M-V/def2-TZVPD
O 0.77262 1.78479 -1.40399
C -0.89407 -1.96878 -0.03223
C -0.42888 -0.65309 0.77571
C 0.74594 0.80364 -0.70389
C -0.28457 0.59042 0.34379
C -0.42563 -1.92730 1.21256
H 1.47457 -0.02384 -0.81303
H -0.95998 1.39416 0.62109
```

Atom charges from the Löwdin analysis, given in e for atoms 1 to 2: 0.063, 0.173

***

Record 5
C5H2O | ωB97M-V/def2-TZVPD

As for the spin multiplicity: 1. For the relative energy (zero: lowest compared OMol25 entry of this formula, charge and spin), the calculation gives 0.0306 eV. The HOMO energy comes out at -10.184 eV. For the LUMO energy, the calculation gives -0.58 eV. As for the SMILES: C#CC#CC=O. Its total energy is -266.8176 Eh. The calculation puts the HOMO-LUMO gap at 0.3528 Ha.

XYZ file:
```
8
C5H2O | the OMol25 dataset | ωB97M-V/def2-TZVPD
O -2.98326 -0.68199 -0.20738
C -2.33607 0.14676 0.38887
C -0.88920 0.23028 0.27171
C 1.68217 -0.03989 0.17458
C 0.31661 0.14764 0.21348
C 2.86408 -0.27822 0.16184
H 3.90243 -0.52870 0.16178
H -2.80698 0.86801 1.07944
```

Atom charges from the Löwdin analysis, given in e for atoms 1 to 2: 0.067, -0.272

***

Record 6
C5H2O | ωB97M-V/def2-TZVPD

As for the spin multiplicity: 3. For the relative energy (zero: lowest compared OMol25 entry of this formula, charge and spin), the calculation gives 3.8539 eV. The HOMO energy (spin up / spin down) comes out at -6.945 / -10.240 eV. For the LUMO energy (spin up / spin down), the calculation gives -0.30 / -3.55 eV. Its expectation value of S² is 2.0269. Its total energy is -266.5840 Eh. The calculation puts the HOMO-LUMO gap (spin up / spin down) at 0.2440 / 0.2460 Ha.

XYZ file:
```
8
C5H2O | the OMol25 dataset | ωB97M-V/def2-TZVPD
O -2.78685 0.27123 0.06565
C 1.69826 -0.19396 0.04192
C -0.43284 0.50110 0.09386
C -1.66473 -0.12081 0.00131
C 2.26717 0.98748 0.02269
C 0.71653 0.91287 -0.10020
H 1.47194 -1.23161 -0.10644
H -1.26947 -1.12629 -0.01878
```

Atom charges from the Löwdin analysis, given in e for atoms 1 to 2: 0.106, -0.029